# 1
Density functional theory data (ωB97M-V/def2-TZVPD) for a molecular structure, C20H43N2P3SSm at a distorted geometry.

```
! wB97M-V def2-TZVPD RIJCOSX def2/J DEFGRID3
* xyz 3 6
Sm 0.078 0.090 0.958
P 1.839 1.163 1.950
P -1.675 1.579 1.114
P 0.563 0.863 -1.171
H -0.963 -2.511 0.405
C -0.281 -1.802 -0.068
C 1.094 -1.739 0.407
H 1.395 -2.388 1.225
C 2.365 0.766 3.685
C 1.953 3.012 2.103
C 3.478 0.837 1.145
C -3.324 1.139 0.369
C -2.295 2.140 2.776
C -1.546 3.294 0.405
C 1.725 -0.119 -2.224
C 1.310 2.529 -1.489
C -0.850 0.930 -2.363
H -0.464 -1.763 -1.143
H 1.895 -1.641 -0.320
H 2.449 -0.319 3.803
H 1.623 1.139 4.394
H 3.334 1.225 3.915
H 1.137 3.364 2.743
H 1.835 3.475 1.120
H 2.909 3.332 2.536
H 3.653 -0.242 1.148
H 4.300 1.344 1.664
H 3.460 1.168 0.103
H -4.070 1.930 0.517
H -3.689 0.212 0.817
H -3.199 0.958 -0.701
H -3.106 2.868 2.663
H -1.472 2.605 3.327
H -2.666 1.297 3.364
H -2.455 3.868 0.616
H -1.404 3.262 -0.678
H -0.689 3.807 0.850
H 1.804 0.347 -3.212
H 1.360 -1.142 -2.342
H 2.716 -0.155 -1.764
H 1.359 2.728 -2.566
H 2.324 2.558 -1.082
H 0.727 3.315 -1.008
H -0.505 1.168 -3.376
H -1.577 1.684 -2.053
H -1.348 -0.043 -2.366
C -0.538 -2.630 -6.124
C -1.711 -2.893 -6.843
C -1.951 -4.172 -7.341
C -1.032 -5.200 -7.131
C 0.137 -4.937 -6.415
C 0.387 -3.662 -5.912
S -0.160 -1.031 -5.459
H -1.275 -0.419 -5.895
H -2.435 -2.101 -7.013
H -2.865 -4.363 -7.896
H -1.223 -6.195 -7.521
H 0.862 -5.727 -6.244
H 1.300 -3.465 -5.356
C -1.396 0.354 6.264
N -0.458 -0.568 5.656
C 0.543 -1.262 6.441
C -0.429 -0.678 4.270
N -0.373 -0.664 3.114
H -1.267 0.406 7.366
H -2.435 0.033 6.044
H -1.235 1.375 5.853
H 0.445 -2.357 6.301
H 1.558 -0.943 6.117
H 0.450 -1.030 7.524
*
```

## Properties
Energy above the lowest of the compared OMol25 structures with the same formula, charge and spin = 206.4 kcal/mol
LUMO level (alpha / beta) = -8.8 / -11.4 eV
DFT total energy = -80986.8679 eV
Orbital gap (alpha / beta) = 6.28 / 4.76 eV
Highest occupied orbital energy (alpha / beta) = -0.553 / -0.596 hartree


# 2
Density functional theory data (ωB97M-V/def2-TZVPD) for a gas-phase ion, C3H8NO2 (charge -1) at a distorted geometry.

```
! wB97M-V def2-TZVPD RIJCOSX def2/J DEFGRID3
* xyz -1 1
C 1.338 0.240 0.663
O 2.088 0.697 -0.361
C -0.168 0.252 0.292
C -0.552 -0.981 -0.565
O -1.778 -1.587 -0.188
N -0.476 1.527 -0.367
H 1.596 -0.787 1.021
H 1.454 0.858 1.599
H -0.841 0.195 1.162
H 0.273 -1.685 -0.511
H -0.651 -0.666 -1.597
H -1.989 -1.238 0.687
H -0.775 1.298 -1.304
H 0.481 1.877 -0.531
*
```

## Properties
Energy above the lowest of the compared OMol25 structures with the same formula, charge and spin = 61.4 kcal/mol
LUMO level = 4.0 eV
DFT total energy = -8825.1278 eV
Orbital gap = 6.66 eV
Highest occupied orbital energy = -0.099 hartree


# 3
Density functional theory data (ωB97M-V/def2-TZVPD) for 9 unconnected molecules or ions with the total composition C13H43BN16O7 at a distorted geometry.

```
! wB97M-V def2-TZVPD RIJCOSX def2/J DEFGRID3
* xyz 1 2
C 4.531 -5.265 2.575
C 3.119 -4.922 2.885
N 2.667 -3.787 2.120
C 2.746 -2.482 2.575
C 2.238 -1.696 1.662
N 1.905 -2.473 0.561
C 2.236 -3.775 0.831
C 1.455 -1.916 -0.692
H 4.893 -5.994 3.301
H 5.200 -4.416 2.716
H 4.734 -5.650 1.576
H 3.063 -4.744 3.959
H 2.480 -5.760 2.605
H 3.119 -2.327 3.577
H 2.066 -0.631 1.621
H 2.197 -4.624 0.165
H 2.270 -1.349 -1.143
H 0.599 -1.248 -0.589
H 1.155 -2.737 -1.343
B -0.459 1.348 0.327
H -0.471 1.462 -0.746
H -0.202 0.329 0.571
H 0.212 2.022 0.837
H -1.433 1.524 0.757
C 0.326 -1.335 -3.932
O 1.520 -1.510 -4.143
N -0.143 -0.231 -3.431
N -0.670 -2.168 -4.214
H 0.588 0.372 -3.079
H -1.062 -0.370 -3.035
H -1.598 -1.771 -4.236
H -0.340 -2.994 -4.693
C -2.630 -0.879 -1.248
O -3.191 -1.595 -2.065
N -2.642 0.427 -1.284
N -1.936 -1.304 -0.205
H -3.161 0.869 -2.030
H -2.198 0.976 -0.562
H -1.386 -0.588 0.248
H -1.594 -2.253 -0.158
C 1.043 0.694 3.682
O 1.731 0.127 4.531
N 1.378 1.677 2.929
N -0.201 0.450 3.518
H 0.707 1.896 2.206
H 2.303 2.076 2.854
H -0.606 1.042 2.806
H -0.634 -0.174 4.183
C -1.312 5.049 -0.275
O -1.829 6.022 -0.804
N -0.006 4.910 -0.137
N -1.969 4.117 0.425
H 0.381 4.081 0.290
H 0.610 5.615 -0.517
H -2.963 4.170 0.253
H -1.505 3.232 0.572
C 2.649 1.372 -1.417
O 3.742 1.168 -1.864
N 1.657 1.671 -2.143
N 2.386 1.415 -0.156
H 1.684 1.836 -3.139
H 0.754 1.631 -1.693
H 3.095 1.157 0.516
H 1.510 1.858 0.083
C -0.868 2.835 -4.413
O -0.434 3.932 -4.582
N -1.627 2.422 -3.386
N -0.943 1.919 -5.330
H -1.926 1.460 -3.307
H -1.995 3.075 -2.709
H -1.274 1.040 -4.956
H -0.473 1.935 -6.224
C -4.574 -0.810 3.118
O -4.866 -1.989 2.997
N -4.767 -0.119 4.194
N -3.993 -0.049 2.250
H -4.185 0.704 4.264
H -5.376 -0.380 4.956
H -3.856 0.946 2.353
H -3.655 -0.543 1.436
*
```

## Properties
LUMO level (alpha / beta) = -3.0 / -9.1 eV
DFT total energy = -53020.0624 eV
Orbital gap (alpha / beta) = 8.66 / 2.56 eV
Highest occupied orbital energy (alpha / beta) = -0.429 / -0.429 hartree


# 4
Density functional theory data (ωB97M-V/def2-TZVPD) for a gas-phase ion, C9H14N3O (charge +1) at a distorted geometry.

```
! wB97M-V def2-TZVPD RIJCOSX def2/J DEFGRID3
* xyz 1 1
C -4.136 -0.641 -1.871
C -3.610 -1.747 -1.137
C -2.750 -3.027 -0.489
N -1.816 -2.549 0.602
C -1.118 -1.204 0.550
N -0.179 -0.921 1.726
O 0.611 0.158 1.966
C 1.159 0.517 0.649
C 2.490 1.525 0.741
C 2.720 2.052 -0.830
C 1.687 3.276 -1.223
C -0.404 -2.191 2.519
N -1.376 -3.133 1.783
H -4.648 -0.065 -2.783
H -3.473 -3.874 -0.125
H -2.073 -3.467 -1.366
H -1.271 -0.444 -0.330
H 0.343 1.157 0.059
H 1.503 -0.414 0.003
H 2.343 2.407 1.497
H 3.420 0.834 1.013
H 3.844 2.266 -1.076
H 2.394 1.129 -1.513
H 0.572 2.881 -1.289
H 1.700 4.077 -0.366
H 1.927 3.760 -2.269
H 0.142 -2.360 3.560
*
```

## Properties
Energy above the lowest of the compared OMol25 structures with the same formula, charge and spin = 279.6 kcal/mol
LUMO level = -4.4 eV
DFT total energy = -16057.6285 eV
Orbital gap = 8.91 eV
Highest occupied orbital energy = -0.490 hartree


# 5
Density functional theory data (ωB97M-V/def2-TZVPD) for 2 unconnected molecules or ions with the total composition C3H10NO at a distorted geometry.

```
! wB97M-V def2-TZVPD RIJCOSX def2/J DEFGRID3
* xyz -1 1
C -1.461 1.761 0.856
O -1.521 0.888 -0.159
H -0.455 2.155 1.145
H -1.894 1.424 1.849
H -2.100 2.687 0.739
C 1.221 -0.059 -1.171
N 0.832 -0.476 0.168
C 0.430 -1.875 0.210
H 1.424 -0.899 -1.846
H 2.113 0.579 -1.175
H 0.432 0.483 -1.684
H -0.051 0.067 0.315
H -0.091 -2.009 1.165
H -0.202 -2.204 -0.626
H 1.325 -2.520 0.215
*
```

## Properties
Energy above the lowest of the compared OMol25 structures with the same formula, charge and spin = 25.2 kcal/mol
LUMO level = 4.4 eV
DFT total energy = -6809.6815 eV
Orbital gap = 6.96 eV
Highest occupied orbital energy = -0.093 hartree


# 6
Density functional theory data (ωB97M-V/def2-TZVPD) for 2 unconnected molecules or ions with the total composition C3H7FOS at a distorted geometry.

```
! wB97M-V def2-TZVPD RIJCOSX def2/J DEFGRID3
* xyz 0 1
C -0.525 -1.543 0.668
C -0.112 1.331 -0.412
C 0.735 0.076 -0.429
O 1.860 0.142 0.265
F 0.531 -2.151 1.218
S -1.793 1.219 -0.802
H -1.093 -0.944 1.303
H -0.858 -2.193 -0.116
H 0.058 2.023 0.388
H 0.330 1.931 -1.200
H 0.883 -0.440 -1.459
H 2.287 -0.638 0.149
H -2.303 1.185 0.429
*
```

## Properties
Energy above the lowest of the compared OMol25 structures with the same formula, charge and spin = 86.5 kcal/mol
LUMO level = 0.8 eV
DFT total energy = -18821.0491 eV
Orbital gap = 8.57 eV
Highest occupied orbital energy = -0.284 hartree


# 7
Density functional theory data (ωB97M-V/def2-TZVPD) for a gas-phase ion, C7H17N (charge -1) at a distorted geometry.

```
! wB97M-V def2-TZVPD RIJCOSX def2/J DEFGRID3
* xyz -1 2
C -1.267 -0.612 -0.575
C -0.150 -1.627 -0.290
C -0.454 -2.407 0.976
C 0.048 -2.570 -1.508
C -1.063 0.692 0.191
N 0.049 1.553 -0.232
C 0.798 2.190 0.854
C 1.457 3.453 0.301
H -2.214 -1.094 -0.325
H -1.367 -0.387 -1.638
H 0.855 -1.176 -0.282
H -0.361 -1.733 1.844
H 0.208 -3.263 1.107
H -1.503 -2.706 1.019
H 0.838 -3.284 -1.249
H 0.371 -2.005 -2.387
H -0.841 -3.168 -1.690
H -1.943 1.347 0.195
H -0.849 0.411 1.235
H 0.717 1.103 -0.836
H 1.607 1.498 1.154
H 0.265 2.406 1.776
H 2.276 3.273 -0.404
H 0.759 3.980 -0.343
H 1.763 4.125 1.107
*
```

## Properties
Energy above the lowest of the compared OMol25 structures with the same formula, charge and spin = 12.7 kcal/mol
LUMO level (alpha / beta) = 3.7 / 3.7 eV
DFT total energy = -9022.8509 eV
Orbital gap (alpha / beta) = 2.25 / 9.06 eV
Highest occupied orbital energy (alpha / beta) = 0.055 / -0.196 hartree


# 8
Density functional theory data (ωB97M-V/def2-TZVPD) for 2 unconnected molecules or ions with the total composition C3H9O2S at a distorted geometry.

```
! wB97M-V def2-TZVPD RIJCOSX def2/J DEFGRID3
* xyz -1 1
C 0.688 -0.127 1.654
O 1.822 -0.735 1.252
C -0.598 -0.446 0.864
C -0.579 0.229 -0.509
S -2.271 0.185 -1.247
H 0.715 0.988 1.584
H 0.418 -0.157 2.749
H -0.641 -1.530 0.647
H -1.430 -0.113 1.486
H 0.279 -0.036 -1.115
H -0.433 1.275 -0.178
H -2.278 -1.188 -1.269
H 3.509 1.080 -0.538
H 2.540 0.060 0.149
O 2.747 0.524 -0.771
*
```

## Properties
Energy above the lowest of the compared OMol25 structures with the same formula, charge and spin = 15.4 kcal/mol
LUMO level = 3.2 eV
DFT total energy = -18187.2563 eV
Orbital gap = 6.61 eV
Highest occupied orbital energy = -0.124 hartree


What is the DFT total energy in the sixth record?
-18821.0491 eV